1.
{"formula": "C31H71NO20P4S3", "method": "ωB97M-V/def2-TZVPD", "elements": ["S", "S", "S", "P", "P", "P", "P", "O", "O", "O", "O", "O", "O", "O", "O", "O", "O", "O", "O", "O", "O", "O", "O", "O", "O", "O", "O", "N", "C", "C", "C", "C", "C", "C", "C", "C", "C", "C", "C", "C", "C", "C", "C", "C", "C", "C", "C", "C", "C", "C", "C", "C", "C", "C", "C", "C", "C", "C", "C", "H", "H", "H", "H", "H", "H", "H", "H", "H", "H", "H", "H", "H", "H", "H", "H", "H", "H", "H", "H", "H", "H", "H", "H", "H", "H", "H", "H", "H", "H", "H", "H", "H", "H", "H", "H", "H", "H", "H", "H", "H", "H", "H", "H", "H", "H", "H", "H", "H", "H", "H", "H", "H", "H", "H", "H", "H", "H", "H", "H", "H", "H", "H", "H", "H", "H", "H", "H", "H", "H", "H"], "positions_angstrom": [[-1.91, 0.11, 5.49], [0.38, -3.90, 9.74], [0.33, -1.75, 4.45], [3.85, 3.91, 6.11], [-0.39, 6.07, -5.07], [-0.87, -1.75, -2.24], [0.77, -5.60, -7.67], [2.30, 3.59, 6.50], [1.20, -2.76, 3.95], [1.77, -6.00, -6.44], [-1.11, 7.37, -5.76], [-0.58, -6.24, -7.03], [4.37, 4.69, 7.47], [-1.25, -2.72, -3.31], [-1.60, -2.36, -0.91], [-1.57, 4.94, -5.16], [1.56, -4.59, -8.43], [3.75, 5.08, 5.20], [0.66, -1.22, 5.96], [0.51, -0.62, 3.60], [0.14, -0.75, -1.46], [-0.75, 6.60, -3.57], [0.53, 5.69, -6.18], [-1.89, -0.52, -2.62], [4.46, 2.49, 6.63], [0.96, -6.88, -8.68], [-1.16, -2.26, 4.77], [0.19, -3.14, 7.08], [2.11, -5.00, -5.48], [0.27, -3.67, -0.02], [3.09, 1.32, 8.32], [-2.74, -3.56, 7.34], [-1.60, -1.65, 6.02], [-2.01, 7.19, -3.22], [-0.33, -1.77, 6.87], [2.62, -6.87, -10.44], [0.29, -3.38, 8.28], [-3.21, -0.59, 8.49], [1.16, -6.68, -10.08], [5.14, 5.89, 7.36], [-0.21, -8.02, -5.35], [4.27, 7.10, 7.66], [-3.09, 6.19, -2.86], [1.85, 1.88, 4.80], [1.41, 3.17, 5.46], [-3.73, -0.83, -4.16], [-1.19, -3.64, -0.42], [-0.74, -7.63, -6.71], [-0.68, 3.34, -3.53], [-0.91, 7.82, -8.13], [-1.23, 3.57, -4.92], [-0.42, 8.15, -6.73], [-2.92, -2.28, 6.51], [-0.28, 0.32, -0.60], [0.90, -4.44, -4.75], [-0.58, -0.10, 0.82], [-3.86, -1.33, 7.29], [-2.31, -0.32, -3.97], [4.38, 2.03, 7.99], [2.01, 1.10, 5.54], [-3.71, 0.38, 8.57], [-1.54, -0.60, 0.90], [2.79, 2.02, 4.26], [-1.82, -7.79, -6.72], [-2.81, -0.10, 4.52], [-1.91, 8.21, -8.29], [5.60, 5.98, 6.38], [-1.80, 7.79, -2.33], [-1.40, -4.40, -1.18], [5.20, 1.32, 8.09], [2.81, 0.61, 7.53], [0.43, 3.04, 5.92], [-2.41, -3.35, 8.36], [-0.50, -7.30, -4.59], [0.24, -3.90, -5.43], [-3.51, 5.71, -3.74], [-3.73, -4.01, 7.44], [3.27, -6.35, -9.75], [1.10, 1.53, 4.09], [-0.97, 6.74, -8.28], [0.92, -3.54, -0.89], [-3.91, 6.70, -2.34], [-2.71, 5.40, -2.20], [-3.99, -0.88, -5.22], [1.21, -3.76, -3.96], [-2.28, 0.75, -4.17], [-2.36, 7.88, -3.97], [0.50, -2.88, 0.69], [2.79, -5.46, -4.77], [2.66, -4.19, -5.98], [-0.62, 9.20, -6.51], [0.55, -7.42, -10.60], [-2.06, -4.27, 6.85], [0.19, -0.77, 1.20], [-3.86, -1.82, -3.71], [4.57, 2.83, 8.70], [0.88, -8.10, -5.34], [-4.34, -0.64, 6.60], [-0.63, 0.78, 1.46], [-0.52, 3.24, -5.68], [0.29, 3.84, -3.40], [2.89, -7.93, -10.39], [2.26, 2.01, 8.46], [3.21, 0.77, 9.26], [-4.44, -0.17, -3.66], [5.95, 5.83, 8.10], [0.51, -4.63, 0.44], [4.04, 7.15, 8.72], [0.31, -5.24, -4.30], [0.66, 8.01, -6.65], [-1.82, -3.86, 0.44], [-0.25, 8.24, -8.89], [-3.38, -1.09, 9.44], [-0.28, -1.08, 7.71], [-4.66, -1.95, 7.70], [-3.47, -2.58, 5.61], [0.56, 1.02, -0.59], [-0.60, -9.00, -5.07], [0.81, -5.70, -10.38], [2.82, -6.52, -11.45], [4.78, 8.02, 7.38], [-2.17, -0.37, 8.30], [3.32, 7.05, 7.13], [-1.63, -0.80, -4.67], [-2.15, 3.00, -5.05], [-0.33, -8.27, -7.48], [-1.12, 0.88, -1.03], [-0.53, 2.27, -3.35], [1.31, 3.97, 4.71], [-1.35, 3.73, -2.76]], "total_energy_ha": -5343.360011, "total_charge": 0, "homo_ev": -9.9724, "orbital_gap_ev": 9.334, "spin_multiplicity": 1, "lumo_energy_ev": -0.64, "smiles": "CC[C@H](C)[C@]1(S)OS(=O)(=O)O[C@@H]1N=C=S.CCOP(=O)(OCC)OCC.CCOP(=O)(OCC)OCC.CCOP(=O)(OCC)OCC.CCOP(=O)(OCC)OCC"}

=====

2.
{"formula": "C5H10NS", "method": "ωB97M-V/def2-TZVPD", "elements": ["S", "N", "C", "C", "C", "C", "C", "H", "H", "H", "H", "H", "H", "H", "H", "H", "H"], "positions_angstrom": [[-1.68, 0.73, -1.05], [0.39, -0.09, 0.07], [-1.72, -1.51, 0.64], [1.49, -0.96, 0.58], [-0.29, 1.86, -1.19], [-0.92, -0.46, -0.10], [0.77, 1.27, -0.18], [0.79, 1.67, 0.77], [1.85, 1.32, -0.68], [1.83, -1.56, -0.34], [1.12, -1.61, 1.24], [-1.66, -1.30, 1.64], [-2.71, -1.61, 0.06], [2.29, -0.24, 0.97], [-0.59, 2.91, -0.81], [0.11, 1.93, -2.18], [-1.07, -2.34, 0.56]], "total_energy_ha": -649.163133, "total_charge": 1, "homo_ev": -13.7613, "orbital_gap_ev": 9.372, "spin_multiplicity": 1, "e_above_lowest_kcal_mol": 39.06, "lumo_energy_ev": -4.39}

=====

3.
{"formula": "C4H14N2O", "method": "ωB97M-V/def2-TZVPD", "elements": ["O", "N", "N", "C", "C", "C", "C", "H", "H", "H", "H", "H", "H", "H", "H", "H", "H", "H", "H", "H", "H"], "positions_angstrom": [[2.18, 0.97, -1.83], [-1.20, 0.98, -1.56], [0.74, -1.99, 1.53], [0.25, 0.50, 1.09], [-1.25, 0.40, 0.83], [-1.70, 0.04, -0.55], [1.09, -0.74, 0.82], [-2.78, 0.12, -0.64], [-1.42, -1.00, -0.77], [0.52, -1.70, 2.48], [2.28, 0.03, -1.86], [0.45, 0.85, 2.11], [-1.73, 1.33, 1.16], [2.40, 1.37, -2.69], [-0.11, -2.41, 1.19], [-1.69, -0.38, 1.48], [0.60, 1.30, 0.44], [-1.57, 0.82, -2.48], [1.05, -0.99, -0.24], [-0.21, 0.97, -1.65], [2.09, -0.47, 1.15]], "total_energy_ha": -345.537177, "total_charge": 0, "homo_ev": -8.9690, "orbital_gap_ev": 9.645, "spin_multiplicity": 1, "e_above_lowest_kcal_mol": 24.48, "lumo_energy_ev": 0.68, "smiles": "NCCCCN.O"}

=====

4.
{"formula": "C26H23IN2O2PTi", "method": "ωB97M-V/def2-TZVPD", "elements": ["I", "Ti", "P", "O", "O", "N", "N", "C", "C", "C", "C", "C", "C", "C", "C", "C", "C", "C", "C", "C", "C", "C", "C", "C", "C", "C", "C", "C", "C", "C", "C", "C", "C", "H", "H", "H", "H", "H", "H", "H", "H", "H", "H", "H", "H", "H", "H", "H", "H", "H", "H", "H", "H", "H", "H", "H"], "positions_angstrom": [[-2.96, 1.17, 0.72], [-0.37, 0.85, -0.25], [-1.43, -0.04, -2.21], [-0.20, -0.85, 0.50], [1.56, 3.12, -0.82], [0.94, -0.37, 0.08], [1.53, 1.84, -0.36], [-3.11, -1.49, -3.60], [-2.05, 1.82, -4.30], [-0.11, -1.04, -2.95], [2.12, -1.12, -3.84], [-5.22, -2.44, -3.10], [-4.28, -0.39, -0.15], [0.84, -3.15, -3.58], [-6.30, -2.07, -0.97], [-1.40, 3.99, -2.64], [3.01, -1.13, 1.22], [-5.21, -1.83, -1.82], [-0.21, -2.43, -3.05], [2.17, -0.21, 0.44], [-2.19, 3.13, -4.76], [-5.36, -0.63, 0.67], [-1.88, 4.20, -3.93], [-4.11, -0.99, -1.42], [-3.04, -0.89, -2.35], [4.00, 1.56, -0.13], [1.99, -2.50, -3.99], [-4.20, -2.26, -3.99], [-6.38, -1.50, 0.27], [-1.24, 2.69, -2.19], [-1.57, 1.60, -3.01], [1.08, -0.39, -3.29], [2.59, 1.14, -0.07], [4.44, 1.59, 0.87], [-6.06, -3.07, -3.36], [3.03, -0.63, -4.15], [4.58, 0.82, -0.69], [-7.09, -2.73, -1.32], [2.46, 3.52, -0.83], [-2.55, 3.31, -5.76], [-2.28, -1.37, -4.29], [-2.01, 5.21, -4.28], [-1.12, -2.92, -2.73], [-4.21, -2.72, -4.97], [1.15, 0.70, -3.18], [-1.18, 4.82, -2.00], [2.79, -3.07, -4.44], [-7.21, -1.68, 0.92], [4.15, 2.53, -0.59], [-0.86, 2.50, -1.14], [3.68, -1.70, 0.57], [-2.31, 0.99, -4.94], [0.75, -4.22, -3.69], [2.39, -1.85, 1.76], [3.65, -0.59, 1.93], [-5.44, -0.16, 1.64]], "total_energy_ha": -2751.954926, "total_charge": 3, "homo_ev": -16.7573, "orbital_gap_ev": 5.077, "spin_multiplicity": 1, "e_above_lowest_kcal_mol": 19.80, "lumo_energy_ev": -11.68}